No. 1
C4H9NOPS | ωB97M-V with the def2-TZVPD basis set

Positions of all 17 atoms, in Å:
C: 1.428 -1.134 0.554
C: 0.229 -0.074 0.152
P: -1.542 -0.879 0.026
O: -1.411 -2.038 -1.060
C: -0.096 1.131 1.265
S: -0.605 2.481 0.025
C: 0.017 1.618 -1.556
N: 0.439 0.308 -1.328
H: 1.178 -2.217 0.140
H: 2.455 -0.813 0.058
H: 1.590 -1.255 1.716
H: -1.980 -1.326 1.324
H: -2.389 0.188 -0.504
H: -1.054 0.950 1.955
H: 0.866 1.349 1.922
H: 0.068 2.098 -2.645
H: 0.806 -0.389 -2.043

Calculated values
Relative energy (zero: lowest compared OMol25 entry of this formula, charge and spin): 100.36 kcal per mole
Frontier orbital gap: 8.12 eV
Net charge: +1
Molar mass: 150.163 g mol⁻¹

No. 2
C4H9NOS | ωB97M-V with the def2-TZVPD basis set

Positions of all 16 atoms, in Å:
C: -0.200 0.027 0.119
C: 0.436 1.385 0.317
S: -0.254 2.205 1.780
C: 0.517 -0.807 -0.954
N: -0.111 -1.928 -1.348
C: -1.257 -2.534 -0.667
O: 1.608 -0.465 -1.402
H: -1.244 0.083 -0.187
H: -0.165 -0.608 1.007
H: 0.397 1.971 -0.598
H: 1.493 1.200 0.508
H: -1.545 1.687 1.675
H: 0.363 -2.495 -2.003
H: -0.987 -2.890 0.327
H: -1.602 -3.387 -1.247
H: -2.104 -1.849 -0.612

Calculated values
Relative energy (zero: lowest compared OMol25 entry of this formula, charge and spin): 5.15 kcal per mole
Frontier orbital gap (spin up / spin down): 2.21 / 9.41 eV
⟨S²⟩: 0.75
Net charge: -1
Molar mass: 119.189 g mol⁻¹
Spin multiplicity: 2

No. 3
C4H9NOS | ωB97M-V with the def2-TZVPD basis set

Positions of all 16 atoms, in Å:
C: -1.878 0.076 1.017
C: -2.065 0.072 -0.515
C: -1.396 -0.998 0.235
C: 2.825 0.127 -0.747
N: 0.490 -1.123 -0.146
O: 0.446 1.489 -0.089
S: 1.169 0.238 0.071
H: -1.336 0.762 1.530
H: -2.900 -0.201 1.582
H: -2.992 -0.239 -1.062
H: -1.392 0.923 -0.911
H: -1.946 -1.941 0.255
H: 2.730 0.494 -1.824
H: 3.328 0.761 -0.130
H: 3.239 -0.858 -0.819
H: 1.678 0.419 1.551

Calculated values
Relative energy (zero: lowest compared OMol25 entry of this formula, charge and spin): 162.57 kcal per mole
Frontier orbital gap: 9.79 eV
Molar mass: 119.189 g mol⁻¹

No. 4
C4H9NOS | ωB97M-V with the def2-TZVPD basis set

Positions of all 16 atoms, in Å:
C: -1.691 -0.631 1.618
N: -1.342 0.715 1.165
C: -0.418 1.001 0.208
O: -0.223 2.164 -0.105
C: 0.225 -0.181 -0.493
C: 1.474 0.258 -1.208
S: 2.111 -1.235 -2.124
H: -2.610 -0.584 2.194
H: -1.821 -1.308 0.781
H: -0.911 -0.934 2.317
H: -1.761 1.503 1.631
H: -0.444 -0.680 -1.196
H: 0.463 -0.876 0.315
H: 1.392 0.988 -1.972
H: 2.299 0.518 -0.561
H: 3.258 -0.716 -2.569

Calculated values
Relative energy (zero: lowest compared OMol25 entry of this formula, charge and spin): 14.73 kcal per mole
Frontier orbital gap: 9.79 eV
Molar mass: 119.189 g mol⁻¹
SMILES: CNC(=O)CCS